# 1
A structure of composition C6H13NO at a distorted geometry, computed with the ωB97M-V functional and the def2-TZVPD basis.

Structure (ORCA input):
```
! wB97M-V def2-TZVPD RIJCOSX def2/J DEFGRID3
* xyz 0 1
O -1.5158 -0.1532 1.2993
C -0.7953 -1.0953 1.0233
C 0.2825 -1.1592 0.0104
C 0.7960 0.1662 -0.5377
C 1.6124 0.9360 0.5104
C -0.3283 1.0246 -1.1956
C -0.8713 2.1972 -0.3929
N 0.4699 -2.4022 -0.5221
H -1.0477 -2.0810 1.4348
H 0.4891 -1.0972 1.2394
H 1.4240 -0.0174 -1.4130
H 1.0388 1.0155 1.4341
H 1.7734 1.9691 0.1850
H 2.5708 0.4438 0.6561
H 0.1296 1.4493 -2.0998
H -1.1123 0.3412 -1.5434
H -1.8675 2.4931 -0.7333
H -0.2698 3.0785 -0.5769
H -0.9006 1.9789 0.6736
H 1.3538 -2.5493 -0.9573
H -0.3347 -2.7155 -1.0213
*
```

orbital gap	9.5923	eV
highest occupied orbital energy	-8.83	eV
E_LUMO	0.028	Ha
relative energy (zero: lowest compared OMol25 entry of this formula, charge and spin)	71.2	kcal per mole

# 2
A cluster of 4 separate species, C26H26F24O7 in total at a distorted geometry, computed with the ωB97M-V functional and the def2-TZVPD basis.

Structure (ORCA input):
```
! wB97M-V def2-TZVPD RIJCOSX def2/J DEFGRID3
* xyz 0 1
F 0.1162 4.4264 5.5378
C 0.5393 3.1691 5.7554
F 1.8901 3.2395 5.8821
C 0.1641 2.2133 4.6205
F 0.7691 2.5712 3.4622
F 0.6639 0.9840 4.9399
C -1.3468 2.0260 4.3626
O -1.9302 2.7890 3.2958
C -2.3534 4.1040 3.5820
F -2.3175 4.3145 4.9100
F -3.6585 4.1586 3.2323
C -1.5753 5.1576 2.7862
F -0.2518 5.1002 3.0459
F -1.9847 6.4056 3.1162
H 0.1336 2.8246 6.7110
H -1.4665 0.9891 4.0363
H -1.9372 2.0952 5.2794
H -1.7146 5.0163 1.7121
F -0.2536 -0.7243 -4.0307
C 0.6054 -1.5911 -3.4622
F 1.8210 -1.3265 -3.9981
C 0.2199 -3.0505 -3.7120
F 0.2708 -3.3473 -5.0317
F 1.1683 -3.8312 -3.1148
C -1.1461 -3.4993 -3.1501
O -2.2531 -3.5297 -4.0615
C -2.9657 -2.3296 -4.2693
F -2.5777 -1.4089 -3.3689
F -4.2567 -2.6101 -3.9811
C -2.8699 -1.8320 -5.7157
F -1.5904 -1.6024 -6.0790
F -3.5345 -0.6614 -5.8639
H 0.6618 -1.3747 -2.3909
H -1.0191 -4.5462 -2.8605
H -1.4021 -2.9855 -2.2201
H -3.2912 -2.5637 -6.4086
F 1.7760 4.9649 -2.7820
C 2.1827 3.6999 -2.5744
F 3.5345 3.7515 -2.4496
C 1.7925 2.7574 -3.7155
F 2.3993 3.1143 -4.8720
F 2.2794 1.5192 -3.4073
C 0.2761 2.5986 -3.9692
O -0.2872 3.3848 -5.0300
C -0.6760 4.7077 -4.7339
F -0.6351 4.9075 -3.4041
F -1.9796 4.7989 -5.0833
C 0.1293 5.7467 -5.5217
F 1.4504 5.6534 -5.2625
F -0.2479 7.0030 -5.1822
H 1.7741 3.3540 -1.6204
H 0.1314 1.5685 -4.3034
H -0.3115 2.6728 -3.0507
H -0.0135 5.6171 -6.5967
C 4.4169 -4.0569 3.5151
C 3.6415 -3.1341 2.4351
O 3.4679 -1.7890 2.9535
C 2.7107 -1.0086 1.9800
C 1.1425 -1.3329 2.1797
C 0.6811 -1.6834 3.4750
C -0.8864 -2.0182 3.5425
O -1.6104 -1.6328 4.4831
C -1.4460 -2.8371 2.2883
C -2.4946 -4.0613 2.4357
O -1.9403 -5.1504 1.6713
C -0.8476 -5.7844 2.3579
C -0.9762 -2.5032 0.9923
C 0.0957 -1.3101 0.9633
O 0.1314 -0.4635 0.0538
H 4.1063 -5.1553 3.4298
H 4.1182 -3.6790 4.5457
H 5.5479 -3.9898 3.3752
H 2.6322 -3.6273 2.1816
H 4.2699 -3.1527 1.4778
H 3.0336 -1.4089 0.9581
H 2.9091 0.1064 2.1064
H 1.3508 -1.7490 4.3834
H -3.5395 -3.7511 2.0795
H -2.5385 -4.4002 3.5335
H 0.0329 -5.0966 2.5855
H -1.1406 -6.3006 3.3287
H -0.4429 -6.5846 1.6399
H -1.3273 -3.0348 0.0587
*
```

orbital gap	8.7156	eV
highest occupied orbital energy	-10.25	eV
E_LUMO	-0.056	Ha
SMILES string	FC(F)C(F)(F)COC(F)(F)C(F)F.FC(F)C(F)(F)COC(F)(F)C(F)F.FC(F)C(F)(F)COC(F)(F)C(F)F.CCOCC1=CC(=O)C(COC)=CC1=O